# 1
A cluster of 4 separate species, C26H59FN4O10S in total in a non-equilibrium geometry. Source: the Open Molecules 2025 dataset; level of theory: ωB97M-V with the def2-TZVPD basis set.

Calculated values
Strongest force on any atom ... 1.38 eV Å⁻¹
Frontier orbital gap ... 9.19 eV
SMILES ... C#CCN(COCCOCC)S(=O)(=O)F.COCCNCCOC.COCCNCCOC.COCCNCCOC
HOMO ... -0.3118 Ha

```
! RIJCOSX wB97M-V def2-TZVPD def2/J DEFGRID3
* xyz 0 1
C -6.053 1.453 -1.141
C -5.525 1.768 -2.173
C -4.867 2.044 -3.462
N -3.409 1.977 -3.264
C -2.670 1.411 -4.420
O -1.396 0.960 -4.121
C -1.345 -0.425 -3.796
C -1.809 -0.791 -2.372
O -0.776 -0.731 -1.416
C -0.305 0.588 -1.178
C -0.301 0.943 0.334
S -2.777 3.397 -2.726
O -1.461 3.597 -3.188
O -3.651 4.492 -2.926
F -2.690 3.155 -1.182
H -6.379 0.906 -0.264
H -5.180 1.241 -4.130
H -5.217 2.976 -3.907
H -2.652 2.098 -5.272
H -3.261 0.545 -4.747
H -0.286 -0.698 -3.834
H -1.830 -1.048 -4.560
H -2.625 -0.145 -2.024
H -2.163 -1.825 -2.422
H 0.730 0.630 -1.515
H -0.890 1.364 -1.668
H 0.714 1.166 0.666
H -0.732 0.133 0.922
H -0.876 1.861 0.474
C -12.067 -0.635 2.406
O -11.848 0.651 2.955
C -11.425 0.635 4.314
C -9.980 1.076 4.440
N -9.069 0.075 3.895
C -7.690 0.536 3.751
C -7.416 1.692 2.791
O -7.626 1.379 1.422
C -8.970 1.506 0.984
H -12.552 -0.505 1.439
H -11.124 -1.169 2.247
H -12.722 -1.233 3.046
H -11.583 -0.344 4.776
H -12.051 1.357 4.845
H -9.744 1.236 5.496
H -9.882 2.037 3.919
H -9.404 -0.214 2.986
H -7.107 -0.323 3.407
H -7.304 0.800 4.741
H -6.352 1.933 2.875
H -7.953 2.606 3.064
H -9.503 2.301 1.508
H -9.503 0.558 1.085
H -8.948 1.748 -0.081
C 3.858 -5.742 -1.639
O 4.671 -4.933 -0.812
C 5.781 -4.348 -1.489
C 5.608 -2.850 -1.631
N 4.549 -2.529 -2.586
C 4.148 -1.125 -2.591
C 3.531 -0.552 -1.315
O 2.259 -1.084 -0.993
C 2.282 -2.303 -0.271
H 3.157 -6.275 -0.997
H 3.281 -5.139 -2.348
H 4.455 -6.478 -2.186
H 5.961 -4.822 -2.459
H 6.659 -4.532 -0.863
H 6.548 -2.412 -1.974
H 5.388 -2.446 -0.634
H 3.734 -3.089 -2.374
H 3.411 -1.012 -3.391
H 5.013 -0.516 -2.873
H 3.365 0.516 -1.492
H 4.207 -0.613 -0.454
H 3.146 -2.376 0.394
H 2.253 -3.158 -0.952
H 1.375 -2.344 0.333
C 6.587 2.035 3.103
O 7.557 2.601 2.241
C 8.894 2.477 2.715
C 9.685 1.504 1.862
N 9.233 0.132 2.065
C 9.769 -0.824 1.099
C 9.400 -0.639 -0.372
O 8.030 -0.861 -0.661
C 7.186 0.257 -0.445
H 5.605 2.338 2.741
H 6.632 0.941 3.095
H 6.707 2.399 4.127
H 8.925 2.197 3.771
H 9.351 3.466 2.620
H 10.744 1.574 2.128
H 9.573 1.817 0.816
H 8.224 0.108 2.009
H 9.413 -1.811 1.406
H 10.860 -0.841 1.190
H 9.946 -1.400 -0.937
H 9.729 0.327 -0.773
H 7.694 1.204 -0.638
H 6.777 0.245 0.569
H 6.343 0.172 -1.131
*
```

***

# 2
A structure of composition C26H59N3O6Pb in a non-equilibrium geometry. Source: the Open Molecules 2025 dataset; level of theory: ωB97M-V with the def2-TZVPD basis set.

Calculated values
Strongest force on any atom ... 3.98 eV Å⁻¹
Frontier orbital gap ... 1.68 eV
Relative energy (zero: lowest compared OMol25 entry of this formula, charge and spin) ... 10.105 eV
HOMO ... -0.1658 Ha

```
! RIJCOSX wB97M-V def2-TZVPD def2/J DEFGRID3
* xyz 0 1
Pb -21.229 -6.968 -5.133
C -17.183 -9.685 0.922
C -18.519 -10.461 0.972
C -18.514 -11.543 2.140
C -18.491 -10.814 3.500
C -19.745 -10.006 3.696
C -19.831 -8.913 2.622
N -19.618 -9.509 1.256
O -20.255 -8.983 0.134
C -18.713 -7.748 2.884
C -21.218 -8.290 2.887
C -18.672 -11.325 -0.303
H -16.274 -10.192 0.599
H -16.851 -9.279 1.878
H -17.183 -8.866 0.202
H -17.603 -12.135 2.055
H -19.392 -12.188 2.131
H -17.563 -10.256 3.632
H -18.392 -11.458 4.374
H -19.497 -9.629 4.688
H -20.601 -10.661 3.854
H -19.049 -6.988 3.588
H -18.557 -7.175 1.970
H -17.740 -7.987 3.313
H -21.381 -7.323 2.411
H -21.238 -7.937 3.918
H -22.015 -9.006 2.690
H -19.568 -11.925 -0.141
H -17.977 -12.145 -0.481
H -18.830 -10.733 -1.204
C -23.337 -1.190 -7.457
C -22.619 -0.017 -6.864
C -23.670 1.051 -6.652
C -23.226 2.118 -5.686
C -22.729 1.584 -4.338
C -21.614 0.514 -4.588
N -21.983 -0.517 -5.612
O -20.955 -1.510 -5.894
C -21.281 -0.140 -3.246
C -20.305 1.334 -5.034
C -21.697 0.485 -7.930
H -24.055 -0.923 -8.232
H -23.912 -1.706 -6.689
H -22.728 -1.908 -8.007
H -24.589 0.584 -6.297
H -23.909 1.667 -7.519
H -24.100 2.698 -5.390
H -22.646 2.877 -6.209
H -23.596 1.050 -3.952
H -22.450 2.431 -3.710
H -20.323 -0.661 -3.280
H -22.076 -0.877 -3.137
H -21.360 0.589 -2.440
H -19.723 1.691 -4.184
H -20.513 2.185 -5.682
H -19.469 0.794 -5.477
H -22.210 0.664 -8.875
H -20.963 -0.197 -8.360
H -21.006 1.273 -7.631
C -22.943 -7.494 -8.352
O -21.503 -7.449 -8.202
C -20.707 -7.450 -9.355
C -19.255 -7.415 -8.793
N -19.030 -8.488 -7.710
C -17.660 -8.614 -7.360
C -17.048 -7.396 -6.560
O -17.969 -6.879 -5.617
C -17.467 -5.865 -4.801
H -23.404 -7.293 -7.385
H -23.317 -8.499 -8.547
H -23.283 -6.650 -8.953
H -20.806 -6.542 -9.950
H -20.886 -8.405 -9.848
H -19.069 -6.516 -8.207
H -18.531 -7.538 -9.599
H -19.170 -9.342 -8.230
H -16.973 -8.958 -8.133
H -17.571 -9.442 -6.656
H -16.788 -6.762 -7.409
H -16.120 -7.690 -6.069
H -17.933 -5.806 -3.818
H -17.320 -4.861 -5.200
H -16.438 -6.124 -4.552
C -26.020 -5.116 -2.317
O -25.059 -4.887 -3.411
H -27.045 -5.273 -2.651
H -25.719 -5.998 -1.751
H -25.814 -4.272 -1.660
H -25.404 -4.168 -3.945
C -23.248 -12.482 -5.991
O -23.488 -11.284 -5.265
H -22.901 -12.196 -6.984
H -22.591 -13.174 -5.465
H -24.267 -12.861 -6.060
H -23.689 -11.592 -4.378
*
```

***

# 3
A cluster of 5 separate species, C26H61N3O2 in total in a non-equilibrium geometry. Source: the Open Molecules 2025 dataset; level of theory: ωB97M-V with the def2-TZVPD basis set.

Calculated values
Strongest force on any atom ... 3.54 eV Å⁻¹
Frontier orbital gap ... 9.27 eV
Relative energy (zero: lowest compared OMol25 entry of this formula, charge and spin) ... 2.809 eV
SMILES ... CCN(CC)CC.CCN(CC)CC.CCN(CC)CC.C1CCOC1.C1CCOC1
HOMO ... -0.3050 Ha

```
! RIJCOSX wB97M-V def2-TZVPD def2/J DEFGRID3
* xyz 0 1
C 5.857 -15.215 -25.172
C 4.922 -14.707 -26.273
C 5.627 -13.454 -26.727
O 6.018 -12.972 -25.461
C 5.967 -13.871 -24.371
H 6.803 -15.533 -25.609
H 5.375 -16.046 -24.657
H 3.900 -14.515 -25.948
H 4.863 -15.451 -27.067
H 4.979 -12.709 -27.188
H 6.458 -13.789 -27.349
H 5.054 -13.771 -23.784
H 6.799 -13.886 -23.667
C 14.733 3.087 -17.448
C 15.780 3.971 -17.963
C 15.641 5.337 -17.297
O 14.254 5.406 -16.916
C 13.822 4.089 -16.669
H 15.208 2.380 -16.768
H 14.197 2.460 -18.160
H 15.611 4.029 -19.038
H 16.782 3.555 -17.861
H 15.743 6.130 -18.038
H 16.182 5.488 -16.363
H 12.738 4.094 -16.782
H 13.915 3.824 -15.616
C 10.367 -5.870 -24.268
C 9.393 -4.799 -24.684
N 9.989 -3.755 -25.547
C 11.184 -3.047 -25.020
C 11.011 -2.558 -23.557
C 8.845 -2.844 -25.844
C 9.152 -2.007 -27.131
H 9.973 -6.883 -24.188
H 10.857 -5.511 -23.363
H 11.152 -5.964 -25.019
H 8.600 -5.255 -25.276
H 8.830 -4.298 -23.896
H 11.449 -2.162 -25.599
H 12.021 -3.746 -25.022
H 11.538 -1.609 -23.455
H 11.429 -3.217 -22.797
H 10.040 -2.193 -23.221
H 7.924 -3.390 -26.050
H 8.574 -2.239 -24.979
H 9.182 -2.676 -27.991
H 8.314 -1.408 -27.486
H 10.111 -1.489 -27.159
C -2.240 -0.187 -30.970
C -1.706 0.899 -29.965
N -0.645 0.259 -29.154
C 0.512 -0.255 -29.876
C 1.296 0.798 -30.706
C -0.293 1.161 -28.062
C 0.706 0.536 -26.983
H -1.501 -0.447 -31.728
H -3.022 0.256 -31.586
H -2.697 -1.127 -30.662
H -1.431 1.822 -30.475
H -2.566 1.177 -29.355
H 1.197 -0.704 -29.156
H 0.243 -1.092 -30.520
H 0.709 1.518 -31.275
H 2.057 1.339 -30.143
H 1.843 0.282 -31.495
H -1.246 1.309 -27.554
H -0.062 2.149 -28.461
H 1.630 0.506 -27.561
H 0.339 -0.453 -26.709
H 0.888 1.048 -26.037
C 4.327 -9.265 -34.176
C 5.280 -8.709 -35.258
N 5.888 -7.393 -34.949
C 6.788 -7.479 -33.775
C 8.094 -8.224 -34.016
C 4.916 -6.301 -34.729
C 4.005 -5.898 -35.975
H 4.913 -9.686 -33.359
H 3.720 -10.122 -34.471
H 3.748 -8.410 -33.827
H 6.119 -9.372 -35.468
H 4.729 -8.684 -36.198
H 7.177 -6.514 -33.452
H 6.299 -7.906 -32.900
H 7.911 -9.256 -33.714
H 8.334 -8.233 -35.079
H 8.951 -7.799 -33.493
H 5.480 -5.398 -34.495
H 4.323 -6.439 -33.825
H 4.583 -5.888 -36.899
H 3.547 -4.917 -35.850
H 3.189 -6.622 -35.972
*
```

***

- What is the strongest force on any atom in the first record?
  1.38 eV Å⁻¹

***

- What is the formula in the second record?
  C26H59N3O6Pb